[1]
C5H12O | ωB97M-V/def2-TZVPD

Results
Energy relative to the best compared isomer or geometry (same formula, charge and spin), kJ/mol: 390.00
F_max, eV Å⁻¹: 0.916
HOMO-LUMO gap (spin up / spin down), eV: 8.34 / 8.29
E, Eh: -272.80011
LUMO (spin up / spin down), eV: 0.828 / 0.800

Structure (XYZ):
```
18
Properties=species:S:1:pos:R:3:forces:R:3
C -2.59176 0.36304 -0.54602 -0.08 0.00 -0.01
C -1.06676 0.35651 -0.57770 0.03 -0.01 -0.03
C -0.45913 0.46615 0.81734 -0.04 0.03 0.06
C 1.81811 -1.65633 0.49960 -0.49 -0.63 -0.19
O 2.56828 -0.60396 0.55983 0.72 0.02 0.57
C 2.61138 0.40766 -0.25433 0.03 0.43 -0.61
H -2.97209 -0.49361 0.02319 0.04 0.12 -0.09
H -3.02042 0.31947 -1.55292 0.04 0.00 0.15
H -2.96233 1.27267 -0.05847 0.04 -0.13 -0.09
H -0.70441 1.18679 -1.19957 -0.07 -0.10 0.11
H -0.71498 -0.56280 -1.06856 -0.07 0.14 0.09
H -0.79592 1.38044 1.31975 -0.03 -0.13 -0.06
H -0.72104 -0.39081 1.44571 -0.12 0.13 -0.08
H 1.92242 -2.35206 1.31711 0.00 0.09 -0.11
H 1.11923 -1.76265 -0.32400 0.14 -0.05 0.13
H 3.32106 1.17825 0.00115 -0.08 -0.12 -0.05
H 0.62839 0.51443 0.76292 -0.20 0.15 0.08
H 2.01997 0.37682 -1.16502 0.12 0.05 0.14
```
Positions in Å, forces in eV/Å.

=====

[2]
C5H8F4O2 | ωB97M-V/def2-TZVPD

Results
Energy relative to the best compared isomer or geometry (same formula, charge and spin), kJ/mol: 66.05
F_max, eV Å⁻¹: 7.142
HOMO-LUMO gap, eV: 10.82
E, Eh: -745.22481
LUMO, eV: 0.575

Structure (XYZ):
```
19
Properties=species:S:1:pos:R:3:forces:R:3
C 0.50563 1.24055 -1.31826 1.26 -7.03 -0.18
C 0.83074 0.69381 -0.14099 0.27 0.16 0.63
C 1.04959 1.33287 1.20769 -2.53 -0.20 0.33
C 1.32589 -0.73861 -0.06611 0.10 -1.08 -1.14
O 2.67368 -0.86794 -0.02406 0.76 1.68 0.89
F 0.75156 -1.46494 0.93941 0.00 0.43 0.33
F 0.97810 -1.41333 -1.17979 -1.16 -0.79 -1.19
H 0.20958 2.16487 -1.53674 -1.08 3.64 -0.53
H 0.50721 0.39784 -2.15379 -0.04 2.45 1.39
H 0.46697 0.87850 2.10585 0.94 0.33 -1.79
H 0.68525 2.35990 1.13030 0.82 0.15 0.30
H 2.08418 1.13425 1.33998 1.09 0.74 0.84
H 2.95680 -1.77221 0.10981 -0.30 -0.46 0.06
O -1.88771 -0.23385 0.60976 2.83 1.70 2.83
C -2.45005 -0.80100 -0.36257 -3.51 -2.59 -1.79
F -3.35677 0.00295 -1.02059 0.41 -0.31 0.21
F -3.27066 -1.92757 0.09000 1.07 1.48 -0.66
H -2.33841 0.21806 1.32740 -0.88 -0.25 -0.37
H -1.72159 -1.20416 -1.05727 -0.06 -0.04 -0.16
```
Positions in Å, forces in eV/Å.

=====

[3]
C3H11O | ωB97M-V/def2-TZVPD

Results
Energy relative to the best compared isomer or geometry (same formula, charge and spin), kJ/mol: 21.59
F_max, eV Å⁻¹: 1.291
Multiplicity: 2
HOMO-LUMO gap (spin up / spin down), eV: 6.15 / 11.86
E, Eh: -195.98248
LUMO (spin up / spin down), eV: 1.154 / 0.337

Structure (XYZ):
```
15
Properties=species:S:1:pos:R:3:forces:R:3
O -2.28955 -0.60289 1.53896 -0.15 -0.05 -0.96
H -1.84385 0.13053 0.98809 -0.11 0.07 0.38
H -2.52212 -0.41995 2.53030 0.11 0.18 0.42
H -1.85763 -1.50948 1.33686 0.05 -0.24 0.20
C 0.05570 -0.00174 -1.58151 0.05 -1.07 -0.63
C 1.34639 0.26119 -0.82770 0.06 0.27 -0.26
C 1.05019 0.48856 0.66969 0.84 -0.18 -0.96
H -0.69459 0.75554 -1.35599 -0.11 -0.08 -0.18
H 0.20514 -0.10695 -2.66344 0.10 0.66 0.06
H -0.32524 -1.01202 -1.38114 -0.27 0.29 0.62
H 2.01418 -0.59284 -0.94632 -0.04 -0.19 0.19
H 1.88625 1.04624 -1.36055 -0.08 0.48 0.48
H 1.91952 0.83708 1.22532 0.15 -0.24 0.03
H 0.77168 -0.51749 0.98623 -0.31 0.34 0.72
H 0.28391 1.24421 0.84119 -0.29 -0.24 -0.09
```
Positions in Å, forces in eV/Å.

=====

[4]
C8H22N2 | ωB97M-V/def2-TZVPD

Results
Energy relative to the best compared isomer or geometry (same formula, charge and spin), kJ/mol: 35.00
F_max, eV Å⁻¹: 1.572
HOMO-LUMO gap, eV: 8.95
E, Eh: -427.48442
LUMO, eV: 1.019

Structure (XYZ):
```
32
Properties=species:S:1:pos:R:3:forces:R:3
C -0.92806 0.95654 -1.99415 -1.27 0.53 0.71
C -1.78644 -0.15314 -1.37648 0.69 0.22 0.24
C -1.17076 -1.52431 -1.64267 -0.35 0.09 0.16
N -1.92449 0.23696 0.04827 -0.28 -0.54 0.22
C -1.26616 -0.61006 1.02338 -0.05 0.13 -0.10
C -3.29631 0.50518 0.42670 0.18 -0.06 -0.04
H -1.03383 0.96740 -3.07517 0.00 0.38 -0.17
H 0.11944 0.83693 -1.73985 0.18 -0.03 0.19
H -1.34734 1.85026 -1.44383 0.82 -0.40 -1.28
H -2.78683 -0.12787 -1.82744 0.12 0.01 0.03
H -0.13841 -1.56327 -1.30480 0.08 0.03 0.04
H -1.73037 -2.31248 -1.14325 -0.03 -0.16 -0.03
H -1.18832 -1.71087 -2.71458 0.00 -0.07 -0.09
H -1.28159 -0.09381 1.98421 0.01 -0.04 0.07
H -1.75255 -1.58844 1.15559 -0.01 -0.08 0.03
H -0.22873 -0.75881 0.73803 0.07 -0.09 0.06
H -3.31283 0.90608 1.44020 -0.06 0.05 0.02
H -3.71793 1.25031 -0.24552 -0.13 0.06 -0.01
H -3.93600 -0.39276 0.40630 -0.04 -0.02 -0.01
C 1.81014 1.61447 1.26039 0.19 -0.01 0.00
C 3.10956 0.88053 0.95348 -0.22 -0.18 0.15
C 2.96524 -0.63623 1.07635 0.37 0.18 0.11
N 2.07575 -1.15816 0.04397 0.06 -0.13 -0.23
H 1.52408 1.47504 2.30170 -0.05 -0.09 0.10
H 1.92058 2.68565 1.10399 -0.07 0.07 -0.11
H 1.01037 1.23113 0.63514 -0.19 0.11 -0.07
H 3.43410 1.11284 -0.06519 0.09 0.05 0.00
H 3.89258 1.22057 1.63551 0.07 -0.04 -0.08
H 3.97231 -1.08695 1.04420 -0.20 0.02 0.05
H 2.52032 -0.87959 2.04599 0.08 0.00 0.01
H 2.46656 -0.96562 -0.87477 -0.04 -0.04 0.07
H 2.00591 -2.16750 0.12428 -0.04 0.07 -0.05
```
Positions in Å, forces in eV/Å.

=====

[5]
C26H34ClMgO2 | ωB97M-V/def2-TZVPD

Results
Energy relative to the best compared isomer or geometry (same formula, charge and spin), kJ/mol: 0.00
F_max, eV Å⁻¹: 2.441
HOMO-LUMO gap, eV: 4.31
E, Eh: -1821.78422
Total charge: -1
LUMO, eV: 2.036

Structure (XYZ):
```
64
Properties=species:S:1:pos:R:3:forces:R:3
O -0.31765 0.76131 -1.18661 1.75 -0.01 0.36
C 0.97578 1.01569 -1.88580 -0.57 -0.11 0.04
C 0.34185 2.14400 -2.69707 0.17 -0.14 0.46
H 1.28296 0.11723 -2.41555 -0.03 0.19 0.04
H 1.76269 1.36739 -1.21663 -0.28 -0.26 -0.01
C -0.98251 1.81251 -1.97767 0.11 0.37 0.16
H 0.34013 2.05273 -3.76834 0.11 0.02 -0.16
H 0.77226 3.09850 -2.38679 -0.28 0.07 -0.21
C -2.09146 1.16268 -2.76360 -0.41 -0.30 -0.34
H -1.75788 0.21167 -3.20230 -0.29 0.39 0.50
H -2.43530 1.80598 -3.58440 0.07 0.07 0.18
H -2.94487 0.99496 -2.08930 0.26 -0.09 -0.20
C -1.50761 2.95490 -1.14212 -0.16 0.24 0.32
H -0.71008 3.46159 -0.58862 -0.16 -0.14 -0.16
H -2.23140 2.58422 -0.41254 0.15 0.05 -0.12
H -2.01821 3.68082 -1.79138 0.17 -0.13 0.01
Mg 0.40882 0.11469 0.97925 -0.56 0.78 0.91
C 1.03382 2.44649 2.96015 1.14 -0.24 -0.61
C 1.94117 1.41364 2.60376 -0.23 1.51 -0.04
C 2.20265 1.53011 1.19482 0.00 -0.16 0.15
H 2.49155 0.79239 3.29231 -0.30 -0.16 -0.10
C 1.46699 2.66764 0.71765 -0.25 0.30 0.78
C 0.73558 3.20516 1.79673 0.89 -0.24 -0.08
H 0.13341 4.11121 1.76342 -0.02 -0.32 -0.04
H 0.72168 2.69627 3.96761 -0.20 -0.29 -0.13
H 3.03366 1.04068 0.67784 -0.20 0.17 0.16
H 1.59651 3.15057 -0.24306 -0.21 -0.18 -0.02
C -1.13133 0.20108 2.73008 -0.55 0.07 -0.10
C -1.93771 1.30042 2.34392 -0.08 -0.58 0.11
C -2.72111 0.90171 1.23875 -0.15 -0.39 0.05
H -1.98707 2.27128 2.84150 0.11 -0.38 -0.19
C -2.37324 -0.42011 0.89035 -0.48 -0.03 0.12
C -1.39777 -0.88439 1.81636 -0.39 0.16 -0.14
H -1.03366 -1.90643 1.92435 -0.20 0.35 0.03
H -0.52772 0.12264 3.63040 -0.03 0.07 -0.41
H -3.52966 1.48358 0.79657 0.31 -0.09 -0.06
H -2.83794 -1.02081 0.09912 0.29 0.30 0.30
O 0.02458 -0.56770 -4.02834 0.26 -0.21 -2.42
C -0.41685 0.10851 -5.24349 -0.34 0.18 0.21
C 0.17904 -0.55330 -6.50100 0.02 0.04 0.43
H -0.10562 1.17028 -5.22697 -0.22 -0.58 0.16
H -1.51363 0.07460 -5.22946 0.27 0.10 -0.19
C 1.16540 -1.60307 -5.94731 0.15 0.27 0.26
H 0.69121 0.22127 -7.08607 -0.12 -0.35 0.00
H -0.59983 -1.00614 -7.13039 0.26 0.11 0.24
C 0.94098 -1.60999 -4.41428 -0.32 -0.38 0.33
H 2.20477 -1.31631 -6.15021 -0.26 -0.16 -0.13
H 0.96618 -2.58803 -6.38987 0.22 0.25 0.23
H 1.85087 -1.44449 -3.82340 0.04 -0.18 -0.32
H 0.51364 -2.57993 -4.11787 0.08 0.28 0.11
Cl 1.37292 -0.37701 5.49145 0.42 0.74 0.26
C 0.91782 -2.01502 5.30525 -0.47 -1.63 -0.04
C 0.52707 -2.74598 6.41681 -0.07 -0.32 -0.39
C 0.05261 -4.06032 6.26505 0.09 0.16 0.37
C -0.02973 -4.61791 4.98357 -0.06 0.13 -0.09
C 0.38096 -3.90936 3.86886 -0.18 0.06 0.67
C 0.92094 -2.59051 3.99044 -0.03 0.32 -0.44
C 1.39516 -1.89893 2.86521 0.49 0.26 -0.64
H 0.58680 -2.29107 7.40349 -0.07 -0.04 -0.16
H -0.25219 -4.63049 7.14454 0.08 0.15 -0.25
H -0.41838 -5.63084 4.86832 0.07 0.18 0.00
H 0.32988 -4.35253 2.87511 0.06 0.06 0.18
H 1.31957 -2.41810 1.90467 0.43 -0.22 0.16
H 2.22852 -1.21163 2.99275 -0.25 -0.10 -0.11
```
Positions in Å, forces in eV/Å.

=====

[6]
C16H16N2O7 | ωB97M-V/def2-TZVPD

Results
Energy relative to the best compared isomer or geometry (same formula, charge and spin), kJ/mol: 120.56
F_max, eV Å⁻¹: 4.932
HOMO-LUMO gap, eV: 8.38
E, Eh: -1255.38973
LUMO, eV: 0.060

Structure (XYZ):
```
41
Properties=species:S:1:pos:R:3:forces:R:3
C 3.24457 -2.58390 -3.37866 -0.14 1.72 0.48
O 2.91750 -2.85958 -2.03918 1.35 1.09 0.53
C 1.77339 -2.23590 -1.50221 -0.89 -3.05 0.07
C 1.87217 -0.85128 -0.88587 1.88 -1.43 -1.60
N 0.59781 -0.35477 -0.61143 -0.07 -0.64 -2.99
C 0.27062 0.21987 0.57758 0.39 1.70 1.72
C 1.00357 0.50897 1.77473 -1.73 -1.58 1.68
C 0.27629 1.15986 2.88840 1.98 0.04 -0.71
C -1.00989 1.71645 2.65586 2.43 -2.49 -0.62
O -1.80253 2.22283 3.64206 -0.13 1.19 0.93
C -1.35217 3.33939 4.27139 1.80 2.31 -0.11
C -2.32900 4.00869 5.19124 -2.37 2.78 -0.63
O -0.24912 3.86795 4.11869 -2.02 -1.84 -0.13
C -1.59103 1.47350 1.42977 -2.88 1.90 0.03
C -0.95492 0.80833 0.40799 -1.53 0.76 -0.78
C -1.32539 0.64081 -1.01563 1.24 -0.64 2.30
C -2.36050 1.08344 -1.67712 0.12 0.98 -0.53
O -3.22543 1.93715 -1.11408 -0.73 -0.74 -2.46
O -2.43410 0.85192 -2.99380 -0.19 0.23 -0.48
C -1.30535 0.22324 -3.67648 0.96 -0.97 1.14
O -1.19463 0.16824 -4.83005 -2.29 1.33 -3.79
N -0.30890 -0.39124 -3.00841 1.31 0.41 4.74
C -0.30256 -0.06182 -1.72007 0.02 -0.65 2.96
O 1.36201 -3.15719 -0.48918 -0.35 0.49 -0.10
C 1.06259 -4.44005 -1.01930 -0.92 -1.07 0.27
H 4.23813 -2.75896 -3.64456 2.09 -1.20 0.62
H 2.70784 -3.22864 -4.00899 -1.37 -0.27 -1.22
H 3.29907 -1.51138 -3.63068 -1.33 -0.11 -0.01
H 1.00180 -2.31586 -2.28805 0.08 0.75 0.10
H 2.25722 -0.24975 -1.67724 0.77 0.66 -0.76
H 2.61884 -0.81347 -0.09910 -0.42 -0.09 0.46
H 1.85950 -0.16582 2.05577 -0.57 1.31 -0.44
H 0.86745 1.30234 3.88816 -1.46 -0.33 -2.05
H -3.43808 3.91702 5.01141 1.17 -0.82 -0.25
H -2.18085 3.69886 6.20143 0.35 -0.09 0.75
H -2.27960 5.19770 5.12219 0.75 -2.65 0.21
H -2.64848 1.94258 1.32785 1.95 -1.03 -0.17
H -3.73572 2.17474 -1.92082 -0.46 0.51 0.90
H 2.00373 -5.00296 -1.21346 -0.81 0.46 -0.54
H 0.51671 -5.05842 -0.26899 0.51 0.81 0.06
H 0.27744 -4.42290 -1.85120 1.51 0.27 0.45
```
Positions in Å, forces in eV/Å.